# 1
Entry from the OMol25 dataset: a molecular structure, C33H39AsBiBrN7O2SSi2 (ωB97M-V/def2-TZVPD).

## Properties
Highest occupied orbital energy   -10.16 eV
F_max   0.14 eV/Å
Kohn-Sham gap   0.277 Ha
Charge   +1
DFT total energy   -212691.2846 eV

Each line ends with the Mulliken charge.
Atoms and positions in Å:
Bi: -0.09820 -1.46762 0.95560  1.465
C: 3.06999 -2.46944 2.83952  -0.656
N: 1.78580 -2.79447 3.46434  0.371
C: 1.67509 -3.47853 4.66103  -0.999
C: 0.36033 -3.63512 4.91065  -0.123
N: -0.30358 -3.04508 3.84740  0.744
C: 0.57962 -2.52426 2.96450  -0.600
S: 0.75566 -3.50313 -0.22526  -0.594
C: -1.70745 -3.04542 3.63258  0.453
C: -2.59600 -3.26911 4.67177  -0.990
C: -3.94665 -3.27146 4.36507  -0.503
C: -4.35255 -3.04273 3.05931  -0.836
C: -3.37971 -2.80966 2.10398  -0.127
N: -2.07710 -2.81610 2.38452  0.086
H: 3.38029 -1.46264 3.10976  0.295
H: 2.97235 -2.54042 1.76028  0.084
H: 3.80608 -3.18468 3.19676  0.408
H: 2.53695 -3.80308 5.21589  0.506
H: -0.14107 -4.14088 5.71396  0.455
H: -2.25582 -3.41810 5.68555  0.361
H: -4.67581 -3.44272 5.14541  0.446
H: -5.39749 -3.03850 2.78630  0.427
H: -3.64372 -2.61464 1.07131  0.442
Br: -1.93159 0.48904 4.03650  -0.064
C: -0.38180 1.40317 3.42303  0.055
C: -0.16173 2.71613 3.80207  -0.837
C: 0.96837 3.34004 3.29329  -0.380
C: 1.81967 2.63758 2.45355  -1.203
C: 1.50149 1.32563 2.15052  0.435
N: 0.41075 0.71937 2.62762  0.315
C: 2.38754 0.50661 1.23309  0.268
O: 3.48090 0.92296 0.93230  -0.647
O: 1.90420 -0.63666 0.82468  0.037
H: -0.84932 3.22578 4.46042  0.478
H: 1.17732 4.37065 3.54883  0.503
H: 2.71171 3.07545 2.02822  0.535
N: -0.44302 6.30958 -0.20436  0.049
C: 0.24667 7.50706 -0.20150  0.625
C: -0.16616 8.82971 -0.07225  -1.050
C: 0.82446 9.78908 -0.10855  -0.417
C: 2.17884 9.44698 -0.26664  -0.490
C: 2.57872 8.13454 -0.39677  -0.814
C: 1.59027 7.14972 -0.36717  0.617
N: 1.70696 5.77474 -0.48662  -0.621
C: 0.48954 5.32118 -0.39598  -0.149
C: 0.15072 3.89643 -0.45400  1.274
C: -1.00401 3.37923 0.12522  -0.834
C: -1.20622 2.01081 0.09428  -0.684
N: -0.35913 1.15607 -0.47412  -0.119
C: 0.72648 1.66178 -1.06386  -0.468
C: 1.02937 3.01035 -1.07116  -0.630
H: -1.44107 6.19940 -0.22872  0.232
H: -1.20722 9.09844 0.04878  0.391
H: 0.55375 10.83204 -0.01296  0.385
H: 2.91828 10.23598 -0.28891  0.394
H: 3.61822 7.86446 -0.52294  0.451
H: -1.72105 4.01218 0.63259  0.372
H: -2.08202 1.57815 0.57041  0.439
H: 1.39390 0.94009 -1.52334  0.513
H: 1.93771 3.37872 -1.52572  0.521
C: -2.40304 -3.49345 -2.69121  -0.954
Si: -0.67895 -3.77803 -3.36484  0.251
C: -0.55103 -3.28975 -5.16458  -1.011
C: -0.19193 -5.56003 -3.10528  -0.964
As: 0.66856 -2.26837 -2.13294  0.131
Si: 2.89874 -2.58816 -2.88011  0.400
C: 3.23359 -4.35366 -3.38520  -1.079
C: 4.01506 -2.09823 -1.47274  -0.715
C: 3.07377 -1.44251 -4.34738  -1.053
H: -3.13210 -4.14279 -3.18074  0.422
H: -2.71517 -2.45704 -2.83671  0.299
H: -2.42126 -3.71679 -1.62148  0.120
H: -1.25244 -3.87339 -5.76550  0.374
H: 0.45204 -3.47955 -5.55214  0.272
H: -0.78024 -2.23351 -5.31649  0.322
H: -0.94821 -6.21056 -3.55244  0.397
H: -0.13159 -5.79759 -2.04191  0.291
H: 0.76704 -5.79416 -3.56531  0.289
H: 2.98565 -5.05292 -2.58470  0.317
H: 4.29689 -4.46873 -3.61196  0.412
H: 2.67105 -4.63328 -4.27738  0.267
H: 3.88590 -2.78556 -0.63442  0.099
H: 3.82137 -1.08946 -1.10614  0.093
H: 5.05692 -2.15520 -1.79912  0.462
H: 2.36521 -1.69127 -5.14002  0.305
H: 4.08000 -1.51946 -4.76621  0.355
H: 2.91034 -0.40174 -4.06193  0.303

Atoms 1-3, force components in eV/Å:
Bi 0.02 -0.01 0.04
C 0.02 -0.02 -0.02
N 0.04 -0.06 0.03


# 2
Entry from the OMol25 dataset: a molecular structure, C33H39N8O2SY (ωB97M-V/def2-TZVPD).

## Properties
Highest occupied orbital energy   -6.76 eV
F_max   1.76 eV/Å
Kohn-Sham gap   0.262 Ha
DFT total energy   -62750.8944 eV

Each line ends with the natural charge from an NBO analysis.
Atoms and positions in Å:
Y: -0.29509 0.14034 -0.21130  1.967
C: -1.31468 -3.54936 0.79860  -0.407
C: -0.41946 -2.90945 1.85921  -0.415
C: 1.02105 -2.73714 1.38943  -0.217
N: 1.13213 -1.82394 0.25717  -0.692
C: 1.71107 -2.25108 -0.86050  0.233
C: 1.89699 -3.62810 -1.14456  -0.341
C: 2.66975 -4.30393 -2.06808  -0.117
C: 3.54283 -3.80969 -3.02298  -0.307
C: 3.68563 -2.47188 -3.34790  -0.131
C: 3.00573 -1.36449 -2.87481  -0.342
C: 2.07343 -1.17600 -1.82767  0.322
N: 1.51806 -0.00728 -1.56805  -0.710
C: 1.71670 1.13330 -2.44565  -0.228
C: 0.73592 1.11055 -3.62548  -0.409
C: -0.69657 1.41732 -3.17877  -0.221
N: -1.24510 0.41830 -2.27754  -0.673
C: -2.17866 -0.42459 -2.67116  0.251
C: -2.49216 -0.59710 -4.04663  -0.318
C: -3.56388 -1.16432 -4.70073  -0.137
C: -4.67843 -1.80885 -4.18588  -0.294
C: -4.87350 -2.11060 -2.85206  -0.151
C: -4.06815 -1.86714 -1.75170  -0.288
C: -2.85515 -1.16198 -1.56642  0.244
N: -2.28907 -1.04474 -0.36798  -0.719
C: -2.97833 -1.61943 0.78392  -0.248
C: -2.77929 -3.13908 0.95212  -0.391
H: -1.22656 -4.63831 0.83796  0.205
H: -0.98067 -3.23145 -0.19241  0.216
H: -0.43485 -3.50080 2.77927  0.208
H: -0.80621 -1.92115 2.10576  0.214
H: 1.46189 -3.71627 1.19955  0.191
H: 1.60365 -2.31316 2.21657  0.165
H: 1.31776 -4.28961 -0.51580  0.210
H: 2.59761 -5.38553 -2.01418  0.206
H: 4.13229 -4.52338 -3.58456  0.210
H: 4.40242 -2.25708 -4.13390  0.206
H: 3.27616 -0.45575 -3.39389  0.205
H: 2.74089 1.19744 -2.82048  0.193
H: 1.54448 2.03747 -1.85144  0.213
H: 0.76792 0.12390 -4.09610  0.210
H: 1.04382 1.85578 -4.36389  0.210
H: -1.33014 1.56440 -4.05602  0.198
H: -0.68854 2.37096 -2.63461  0.194
H: -1.75713 -0.17223 -4.71736  0.206
H: -3.53118 -1.08157 -5.78248  0.206
H: -5.44173 -2.11603 -4.88983  0.207
H: -5.78739 -2.65056 -2.62568  0.205
H: -4.48397 -2.27751 -0.84579  0.201
H: -4.04824 -1.38867 0.75468  0.193
H: -2.60304 -1.11707 1.67272  0.219
H: -3.36786 -3.68271 0.21059  0.204
H: -3.14643 -3.42531 1.94241  0.200
C: -2.57377 4.13048 -0.47786  -0.714
C: -1.56708 3.20723 0.16907  0.636
O: -1.68066 1.99667 -0.05104  -0.662
C: -0.53098 3.76573 1.01374  -0.323
C: -0.69558 5.04603 1.57392  -0.127
C: 0.22129 5.57893 2.44176  -0.290
C: 1.36016 4.82879 2.76398  -0.153
C: 1.56761 3.59015 2.21548  -0.314
C: 0.64001 3.00651 1.31410  0.528
O: 0.89974 1.85541 0.77765  -0.869
H: -3.09023 3.57718 -1.25926  0.241
H: -2.07772 5.00465 -0.89612  0.230
H: -3.31120 4.46509 0.25368  0.240
H: -1.58989 5.60897 1.33780  0.206
H: 0.07011 6.55857 2.87421  0.213
H: 2.08898 5.23699 3.45398  0.210
H: 2.45577 3.02231 2.46228  0.219
C: 3.26734 -1.47665 4.90367  -0.661
C: 1.86750 -1.01263 4.77523  0.358
N: 0.92040 -1.17335 5.64036  -0.262
N: -0.16857 -0.61360 5.05001  -0.370
C: 0.07332 -0.11124 3.82437  0.234
S: -1.04010 0.61296 2.80600  -0.222
N: 1.39353 -0.37684 3.64904  -0.222
N: 2.19482 0.02051 2.59235  -0.638
H: 3.41341 -1.88617 5.89919  0.249
H: 3.95626 -0.65000 4.72988  0.246
H: 3.48066 -2.25251 4.16552  0.232
H: -1.05135 -0.57682 5.52509  0.427
H: 1.65269 0.60040 1.93370  0.425
H: 2.52178 -0.79908 2.09238  0.375

Atoms 1-3, force components in eV/Å:
Y 0.21 0.63 1.63
C -0.09 0.08 0.12
C 0.10 -0.07 -0.24